C5H9CsO3 | ωB97M-V/def2-TZVPD

Summary:
calculated total energy	-441.53943	Eh
HOMO-LUMO gap (spin up / spin down)	4.270 / 4.278	eV
relative energy (zero: lowest compared OMol25 entry of this formula, charge and spin)	4.596	eV

Each line ends with the natural charge from an NBO analysis.
Cartesian coordinates (Å):
H1 3.073 0.185 -0.049  -0.5698
O1 3.270 3.460 1.576  -0.5350
O2 3.761 2.660 -0.365  -0.6776
C1 2.849 3.049 0.375  0.9795
O3 1.614 2.677 0.347  -0.6270
C2 2.336 4.065 2.495  -0.0689
C3 3.143 4.697 3.602  -0.6235
H2 1.737 4.805 1.950  0.1786
H3 1.664 3.282 2.869  0.1879
H4 3.935 5.343 3.203  0.2113
H5 2.463 5.293 4.227  0.2111
H6 3.621 3.926 4.221  0.2053
Cs1 6.786 0.596 0.370  0.9317
C4 1.035 1.124 -0.234  0.1999
C5 -0.183 0.698 0.110  -0.6145
H7 1.212 1.281 -1.302  0.1834
H8 -0.851 0.289 -0.649  0.2190
H9 -0.739 1.125 0.945  0.2086